One molecule with the formula C5H8N2, computed with ωB97M-V/def2-TZVPD.

As for the gap between HOMO and LUMO: 8.17 eV. The calculation puts the lowest unoccupied orbital energy at 0.605 eV.

Geometry as ORCA input:
```
! RIJCOSX wB97M-V def2-TZVPD def2/J DEFGRID3
* xyz 0 1
C 1.0428 -1.0774 -0.3720
C -1.0038 -0.3869 -1.3124
C -1.5737 -0.7117 0.0044
N -0.1475 -0.2538 -0.0137
C 0.0058 1.0362 0.7075
C 1.3645 1.5792 0.6354
N 2.4350 2.0126 0.6091
H 0.7586 -2.1300 -0.3941
H 1.8715 -0.8976 0.3133
H 1.3311 -0.8074 -1.3947
H -1.1996 0.6488 -1.5980
H -2.2145 0.0044 0.5384
H -1.7454 -1.7380 0.3429
H -0.6824 1.7504 0.2398
H -0.2735 0.9703 1.7713
*
```

=====

C14H15Cl3GeIrN5S as an isolated structure, computed with ωB97M-V/def2-TZVPD.

As for the gap between HOMO and LUMO (spin up / spin down): 7.02 / 4.84 eV. The calculation puts the lowest unoccupied orbital energy (spin up / spin down) at -11.044 / -13.099 eV.

Geometry as ORCA input:
```
! RIJCOSX wB97M-V def2-TZVPD def2/J DEFGRID3
* xyz 3 2
Ir -0.8477 -0.0130 -0.6875
C -1.7394 -0.7044 4.3732
N -1.3964 -1.7015 3.3408
C -0.9726 -2.9661 3.5921
C -0.7674 -3.5752 2.3908
N -1.0678 -2.6676 1.4077
C -1.4392 -1.5012 2.0085
S -1.7784 0.0260 1.3278
C -1.2334 -3.0300 0.0311
C -1.5099 -4.3508 -0.2568
C -1.6893 -4.7349 -1.5772
C -1.6231 -3.7647 -2.5649
C -1.3665 -2.4649 -2.1918
N -1.1566 -2.0814 -0.9126
H -1.5707 -1.1595 5.3442
H -2.7876 -0.4298 4.2755
H -1.0996 0.1684 4.2650
H -0.8418 -3.3439 4.5934
H -0.4188 -4.5725 2.1846
H -1.6294 -5.0792 0.5317
H -1.8996 -5.7685 -1.8188
H -1.7783 -4.0003 -3.6084
H -1.3204 -1.6837 -2.9383
N -0.1351 2.4362 1.4320
C -0.7073 2.9234 0.2736
C -1.1046 4.2580 0.1652
C -1.7006 4.7117 -0.9880
C -1.8911 3.8230 -2.0541
C -1.4920 2.5287 -1.8880
N -0.9280 2.0575 -0.7392
H -0.0562 3.1336 2.1629
H 0.7328 1.9276 1.3190
H -0.9088 4.9284 0.9916
H -1.9987 5.7482 -1.0753
H -2.3364 4.1335 -2.9877
H -1.6223 1.8103 -2.6885
Cl 0.7377 0.0692 -2.6297
Ge 1.4916 -0.3669 -0.5510
Cl 2.2588 -2.2914 -0.3306
Cl 2.8235 1.0841 0.1190
*
```

=====

Sequential E output: -8290.160; -129946.285 eV